# 1
Density functional theory data (ωB97M-V/def2-TZVPD) for a molecular structure, C5H7NO in a non-equilibrium geometry.

Structure (XYZ):
```
14
Properties=species:S:1:pos:R:3:nbo_charge:R:1
C -0.496 -1.030 -1.100 -0.5374
C 0.390 -0.638 0.041 0.4264
N 0.666 1.783 -0.471 -0.8047
C 0.563 0.746 0.441 -0.0796
O 1.081 -1.664 0.641 -0.6506
C -1.715 -0.788 -0.198 -0.1375
C -1.190 -0.063 0.787 -0.3420
H 1.316 -1.436 1.549 0.4836
H 0.504 2.711 -0.105 0.3817
H 0.187 1.644 -1.349 0.3826
H -0.480 -0.391 -1.983 0.2145
H -0.349 -2.067 -1.392 0.2420
H 1.071 0.926 1.387 0.2073
H -1.549 0.267 1.750 0.2136
```

Orbital gap, eV: 7.4
LUMO level, eV: 0.5588
2S+1: 1
ΔE to the lowest compared entry with this formula, charge and spin, kJ/mol: 549.5
Net charge: 0


# 2
Density functional theory data (ωB97M-V/def2-TZVPD) for a molecular structure, C32H46AsCl3N3NiO2Si4 in a non-equilibrium geometry.

Structure (XYZ):
```
92
Properties=species:S:1:pos:R:3:lowdin_charge:R:1
Ni -1.341 1.198 -0.420 -0.2883
C 4.731 1.889 -0.901 -0.0844
O 3.653 2.805 -0.897 -0.0548
C 2.502 2.089 -0.719 -0.2891
N 2.634 0.817 -0.585 0.1933
C 4.093 0.594 -0.400 -0.2476
C 4.802 -0.545 -1.084 -0.1909
C 6.120 -0.794 -0.699 -0.0407
C 6.892 -1.718 -1.381 -0.0693
C 6.363 -2.394 -2.476 -0.0797
C 5.053 -2.159 -2.853 -0.0587
C 4.268 -1.256 -2.143 -0.0331
C 1.384 3.051 -0.583 -0.1174
C 1.840 4.357 -0.777 0.0164
C 1.037 5.462 -0.576 -0.0021
C -0.259 5.229 -0.167 0.0230
C -0.691 3.929 -0.029 -0.1580
N 0.061 2.786 -0.231 0.1551
C -2.086 3.757 0.316 -0.3258
N -2.657 2.619 0.371 0.1002
C -4.076 2.843 0.695 -0.2379
C -4.157 4.383 0.848 -0.0385
O -2.822 4.855 0.550 0.0162
C -4.508 2.104 1.937 -0.2401
C -5.737 1.461 1.978 -0.0762
C -6.141 0.788 3.125 -0.0907
C -5.313 0.752 4.236 -0.0836
C -4.086 1.404 4.204 -0.0879
C -3.687 2.078 3.061 -0.0577
H 5.519 2.273 -0.258 0.1388
H 5.107 1.783 -1.920 0.1431
H 4.238 0.490 0.684 0.1518
H 6.547 -0.254 0.139 0.1192
H 7.911 -1.906 -1.070 0.1082
H 6.971 -3.101 -3.024 0.1065
H 4.636 -2.680 -3.705 0.1077
H 3.233 -1.091 -2.416 -0.0006
H 2.861 4.502 -1.090 0.1241
H 1.417 6.462 -0.730 0.1219
H -0.953 6.032 0.033 0.1287
H -4.686 2.506 -0.146 0.1274
H -4.406 4.685 1.863 0.1334
H -4.848 4.849 0.150 0.1325
H -6.385 1.482 1.109 0.1196
H -7.100 0.286 3.146 0.1096
H -5.622 0.220 5.126 0.1073
H -3.441 1.389 5.074 0.1088
H -2.728 2.586 3.036 0.1170
Cl -3.756 -0.991 1.398 0.4702
Si -2.799 -1.270 -0.365 -0.7821
Cl -3.212 0.388 -1.542 0.4711
Cl -3.914 -2.728 -1.286 0.3410
C -1.534 -4.191 1.391 -0.2190
Si -0.422 -3.872 -0.077 0.3557
C 1.262 -4.581 0.286 -0.2009
C -1.084 -4.820 -1.541 -0.2143
As -0.452 -1.387 -0.338 0.8331
Si -0.069 -0.803 -2.769 0.3892
C 1.599 -1.315 -3.423 -0.1907
C -0.141 1.013 -3.204 -0.2034
C -1.367 -1.796 -3.659 -0.2199
Si 0.111 -0.678 2.104 0.4337
C 0.551 1.074 2.520 -0.1867
C 1.486 -1.872 2.461 -0.2166
C -1.295 -1.107 3.240 -0.2381
H -1.794 -5.253 1.377 0.0518
H -2.471 -3.631 1.362 -0.0100
H -1.042 -3.980 2.341 0.0246
H 1.114 -5.434 0.956 0.0513
H 1.957 -3.898 0.757 0.0015
H 1.725 -4.950 -0.626 0.0363
H -0.719 -5.844 -1.423 0.0475
H -0.741 -4.462 -2.510 0.0152
H -2.173 -4.847 -1.550 0.0009
H 2.425 -0.837 -2.897 -0.0423
H 1.603 -0.946 -4.453 0.0683
H 1.771 -2.393 -3.446 0.0581
H 0.865 1.432 -3.140 0.0305
H -0.802 1.644 -2.612 -0.0125
H -0.477 1.078 -4.244 0.0523
H -1.413 -2.823 -3.305 -0.0065
H -1.083 -1.817 -4.715 0.0521
H -2.365 -1.370 -3.583 0.0001
H 1.577 1.324 2.267 0.0265
H 0.416 1.165 3.603 0.0497
H -0.114 1.783 2.029 0.0006
H 2.283 -1.841 1.727 0.0238
H 1.107 -2.892 2.520 0.0159
H 1.909 -1.616 3.438 0.0520
H -2.046 -0.319 3.275 -0.0154
H -0.830 -1.186 4.229 0.0572
H -1.791 -2.049 3.026 -0.0088
```

Orbital gap (alpha / beta), eV: 5.3 / 5.5
LUMO level (alpha / beta), eV: -2.9173 / -2.8895
2S+1: 1
Net charge: +1


# 3
Density functional theory data (ωB97M-V/def2-TZVPD) for 2 unconnected molecules or ions with the total composition C2H5BrClN in a non-equilibrium geometry.

Structure (XYZ):
```
10
Properties=species:S:1:pos:R:3:nbo_charge:R:1
C -0.046 -0.628 -0.248 -0.7011
C -0.022 0.363 0.754 -0.0312
N 1.753 -0.292 1.980 -0.6297
Cl 1.597 -2.000 1.872 0.0876
Br 3.215 0.373 0.984 0.1282
H -1.117 -0.513 -0.844 0.2548
H 0.795 -0.539 -0.921 0.2419
H -0.150 -1.567 0.172 0.2458
H 0.286 1.307 0.745 0.1901
H -0.549 0.068 1.740 0.2135
```

Orbital gap (alpha / beta), eV: 8.0 / 8.0
LUMO level (alpha / beta), eV: -0.5497 / -0.5493
2S+1: 1
ΔE to the lowest compared entry with this formula, charge and spin, kJ/mol: 504.0
Net charge: 0


# 4
Density functional theory data (ωB97M-V/def2-TZVPD) for 4 unconnected molecules or ions with the total composition C4H17NO4 in a non-equilibrium geometry.

Structure (XYZ):
```
26
Properties=species:S:1:pos:R:3:nbo_charge:R:1
N 1.130 2.073 0.710 -0.8397
C -0.070 2.435 -0.049 -0.2097
C -1.373 1.667 0.234 -0.4353
C -1.218 0.156 0.363 -0.4456
C -1.237 -0.368 1.821 -0.0476
O -0.009 -0.187 2.503 -0.7559
H 1.153 1.088 0.942 0.3643
H 1.104 2.554 1.598 0.3552
H -0.241 3.474 0.249 0.1917
H 0.140 2.449 -1.124 0.1622
H -2.093 2.112 -0.464 0.2079
H -1.797 2.023 1.172 0.1981
H -0.316 -0.220 -0.125 0.1949
H -2.036 -0.399 -0.103 0.2087
H -1.418 -1.434 1.711 0.1640
H -1.961 0.186 2.403 0.1777
H 0.625 -0.895 2.382 0.4989
O 1.663 -1.894 0.685 -0.9563
H 0.864 -1.922 0.152 0.4840
H 2.294 -1.393 0.163 0.4791
O -0.440 -0.491 -3.171 -0.9605
H -1.244 -0.901 -3.501 0.4872
H -0.635 0.311 -2.680 0.4937
O 1.121 -2.494 -2.012 -0.9833
H 0.558 -1.898 -2.546 0.4948
H 1.898 -2.662 -2.551 0.4717
```

Orbital gap, eV: 9.4
SMILES: NCCCCO.O.O.O
LUMO level, eV: 0.3554
2S+1: 1
ΔE to the lowest compared entry with this formula, charge and spin, kJ/mol: 39.5
Net charge: 0


# 5
Density functional theory data (ωB97M-V/def2-TZVPD) for a molecular structure, C4H8N4 in a non-equilibrium geometry.

Structure (XYZ):
```
16
Properties=species:S:1:pos:R:3:nbo_charge:R:1
C -0.519 1.883 0.331 -0.4791
C 0.099 0.895 -0.173 0.2795
C 2.171 -0.579 -0.183 0.2324
C -1.939 -0.302 0.014 0.2824
H -1.790 1.845 0.298 0.1997
H 0.016 2.813 0.700 0.2194
H 2.400 1.360 -0.535 0.4414
H 3.184 -0.678 -0.731 0.1838
H 1.268 -1.806 1.516 0.3189
H -0.042 -1.156 -0.917 0.4402
H -2.461 0.736 0.632 0.2014
H -2.437 -2.402 -0.531 0.3314
N 1.466 0.642 -0.293 -0.6510
N 2.082 -1.711 0.417 -0.6515
N -0.689 -0.147 -0.515 -0.6360
N -2.810 -1.393 -0.029 -0.7129
```

Orbital gap, eV: 8.9
LUMO level, eV: 0.3834
2S+1: 1
ΔE to the lowest compared entry with this formula, charge and spin, kJ/mol: 765.7
Net charge: 0


# 6
Density functional theory data (ωB97M-V/def2-TZVPD) for a molecular structure, C3HAgFO2 in a non-equilibrium geometry.

Structure (XYZ):
```
8
Properties=species:S:1:pos:R:3:nbo_charge:R:1
C -0.174 0.140 -0.212 0.7354
C -0.388 1.518 -0.048 -0.6469
O 0.491 -0.423 -1.096 -0.8439
F -0.318 -0.621 0.933 -0.3896
H -0.094 2.164 -0.882 0.2334
Ag 1.691 -2.630 -1.038 0.9169
O -1.878 2.645 0.952 -0.4539
C -0.821 2.081 1.187 0.4487
```

Orbital gap (alpha / beta), eV: 4.0 / 3.8
⟨S²⟩: 0.755
LUMO level (alpha / beta), eV: -2.9447 / -2.9472
2S+1: 2
ΔE to the lowest compared entry with this formula, charge and spin, kJ/mol: 27.9
Net charge: 0